Record 1
A cluster of 2 separate species, C4H13NS in total, computed with ωB97M-V/def2-TZVPD.

Properties
HOMO (eV): -8.42
Energy above the lowest of the compared OMol25 structures with the same formula, charge and spin (kJ/mol): 34.52
Electronic energy (eV): -16683.7326
SMILES: CCN.CSC
LUMO (eV): 0.982
Net charge: 0

CARTESIAN COORDINATES (ANGSTROEM)
C: -0.635 -1.903 1.058
S: -1.222 -1.326 2.657
C: -2.911 -1.999 2.692
H: -1.310 -1.601 0.262
H: -0.475 -2.975 1.040
H: 0.328 -1.418 0.888
H: -2.993 -2.907 2.110
H: -3.105 -2.271 3.734
H: -3.608 -1.223 2.401
C: 2.484 1.319 -2.186
C: 1.562 2.355 -1.580
N: 0.494 1.763 -0.776
H: 1.913 0.635 -2.815
H: 3.220 1.799 -2.828
H: 2.968 0.739 -1.408
H: 2.144 3.058 -0.971
H: 1.161 2.995 -2.382
H: -0.400 2.190 -0.973
H: 0.385 0.769 -0.922



Record 2
A cluster of 3 separate species, C4H13O4 in total, computed with ωB97M-V/def2-TZVPD.

Properties
HOMO (spin up / spin down) (eV): -10.52 / -10.47
Energy above the lowest of the compared OMol25 structures with the same formula, charge and spin (kJ/mol): 0.00
Electronic energy (eV): -12545.9983
Multiplicity: 2
LUMO (spin up / spin down) (eV): 0.474 / -2.442
Net charge: 0

CARTESIAN COORDINATES (ANGSTROEM)
C: -1.521 1.163 0.207
O: -0.990 1.630 -1.044
C: -1.650 -0.348 0.371
C: -0.315 -1.186 0.178
C: 0.267 -1.629 1.532
O: 0.635 -0.570 -0.568
H: -2.466 1.692 0.328
H: -0.842 1.535 0.985
H: -1.810 -0.456 1.442
H: -2.397 -0.826 -0.242
H: -0.557 -2.100 -0.378
H: 0.908 -2.501 1.356
H: -0.467 -1.977 2.239
H: 1.031 -0.921 1.846
H: -0.318 1.040 -1.287
H: 0.244 3.213 -0.805
H: 1.548 3.148 -0.139
O: 0.748 3.686 -0.155
H: 2.391 -2.218 -2.132
H: 2.735 -1.008 -1.434
O: 2.828 -1.369 -2.299



Record 3
A structure of composition C4H13O5Tl2, computed with ωB97M-V/def2-TZVPD.

Properties
HOMO (eV): -27.69
Energy above the lowest of the compared OMol25 structures with the same formula, charge and spin (kJ/mol): 192.34
Electronic energy (eV): -23901.7275
LUMO (eV): -24.765
Net charge: +5

CARTESIAN COORDINATES (ANGSTROEM)
Tl: -2.163 -2.846 3.080
Tl: -3.090 -1.760 -1.675
O: -1.527 -1.099 0.722
H: -0.798 -0.489 0.928
C: 2.476 -0.095 2.207
C: 2.244 -1.546 2.607
O: 0.876 -1.806 2.376
O: 2.422 0.023 0.846
H: 3.487 0.225 2.508
H: 1.720 0.522 2.695
H: 2.390 -1.677 3.682
H: 2.956 -2.236 2.133
H: 0.583 -1.308 1.607
H: 3.223 -0.355 0.445
C: -0.906 1.575 -1.926
C: -1.852 1.641 -3.155
O: -3.099 1.131 -2.829
O: -0.359 0.296 -1.674
H: -1.503 1.875 -1.060
H: -0.094 2.290 -2.132
H: -1.410 1.060 -3.979
H: -1.908 2.735 -3.224
H: -3.876 1.501 -3.289
H: 0.208 0.343 -0.893



Record 4
A cluster of 2 separate species, C4H13P3 in total, computed with ωB97M-V/def2-TZVPD.

Properties
HOMO (spin up / spin down) (eV): -7.81 / -7.86
Energy above the lowest of the compared OMol25 structures with the same formula, charge and spin (kJ/mol): 368.45
Electronic energy (eV): -32220.6916
LUMO (spin up / spin down) (eV): -1.105 / 0.346
Net charge: 0

CARTESIAN COORDINATES (ANGSTROEM)
C: -1.428 -0.849 -2.034
C: 0.489 1.498 -0.744
C: 0.082 -0.645 -1.946
C: 0.687 0.019 -0.735
P: 1.860 -0.479 2.526
P: -0.804 0.861 2.114
P: -0.171 -1.179 2.277
H: -1.772 -1.693 -1.438
H: -1.956 0.110 -1.663
H: -1.807 -0.880 -3.097
H: 0.475 1.866 0.228
H: 1.196 1.899 -1.381
H: -0.534 1.743 -1.099
H: 0.348 -0.039 -2.838
H: 0.525 -1.691 -2.017
H: 1.621 -0.529 -0.400
H: 2.359 -1.646 2.585
H: 1.799 -0.324 4.030
H: -2.211 0.746 2.141
H: -0.756 1.211 3.489



Q: Which of these has the lowest energy above the lowest of the compared OMol25 structures with the same formula, charge and spin?
A: C4H13O4



Repeat the second record exactly.
A cluster of 3 separate species, C4H13O4 in total, computed with ωB97M-V/def2-TZVPD.

Properties
HOMO (spin up / spin down) (eV): -10.52 / -10.47
Energy above the lowest of the compared OMol25 structures with the same formula, charge and spin (kJ/mol): 0.00
Electronic energy (eV): -12545.9983
Multiplicity: 2
LUMO (spin up / spin down) (eV): 0.474 / -2.442
Net charge: 0

CARTESIAN COORDINATES (ANGSTROEM)
C: -1.521 1.163 0.207
O: -0.990 1.630 -1.044
C: -1.650 -0.348 0.371
C: -0.315 -1.186 0.178
C: 0.267 -1.629 1.532
O: 0.635 -0.570 -0.568
H: -2.466 1.692 0.328
H: -0.842 1.535 0.985
H: -1.810 -0.456 1.442
H: -2.397 -0.826 -0.242
H: -0.557 -2.100 -0.378
H: 0.908 -2.501 1.356
H: -0.467 -1.977 2.239
H: 1.031 -0.921 1.846
H: -0.318 1.040 -1.287
H: 0.244 3.213 -0.805
H: 1.548 3.148 -0.139
O: 0.748 3.686 -0.155
H: 2.391 -2.218 -2.132
H: 2.735 -1.008 -1.434
O: 2.828 -1.369 -2.299



Q: Number 3 is which compound?
A: C4H13O5Tl2



Q: Among the records above, which one has the lowest energy above the lowest of the compared OMol25 structures with the same formula, charge and spin?
A: C4H13O4